Version i
Below is a cluster of 2 separate species, C5H11O2 in total, with properties calculated with ωB97M-V/def2-TZVPD.

Each line ends with the natural charge from an NBO analysis.
CARTESIAN COORDINATES (ANGSTROEM)
C  1.51623  -0.96054  -0.87960  -0.54
C  1.91856  -2.41611  -1.07333  -0.62
C  1.07375  -0.52155  0.44800  0.73
O  0.45021  -1.18784  1.31529  -0.49
O  1.08572  0.71758  0.60242  -0.25
H  2.30743  -0.34923  -1.38375  0.25
H  0.57463  -0.80254  -1.41503  0.25
H  2.44330  -2.54187  -2.03415  0.22
H  1.08962  -3.12307  -1.28148  0.23
H  2.68048  -2.77888  -0.39174  0.22
C  -2.08993  1.90191  0.03575  -0.62
C  -1.68075  1.52764  1.48010  -0.63
H  -1.84643  2.99421  -0.11730  0.20
H  -1.56987  1.43339  -0.80451  0.20
H  -3.23064  1.78839  -0.12831  0.20
H  -1.10562  0.58320  1.60240  0.22
H  -2.57626  1.47540  2.08251  0.20
H  -1.04043  2.25990  1.94272  0.20

LUMO level (spin up / spin down), hartree: 0.0271 / -0.1140
⟨S²⟩: 0.7570
E_HOMO (spin up / spin down), eV: -11.2 / -10.5
Multiplicity: 2
Kohn-Sham gap (spin up / spin down), Ha: 0.4386 / 0.2724
Molar mass, g/mol: 103.1

---

Version ii
Below is a cluster of 2 separate species, C5H11O2 in total, with properties calculated with ωB97M-V/def2-TZVPD.

Each line ends with the natural charge from an NBO analysis.
CARTESIAN COORDINATES (ANGSTROEM)
C  -1.27825  -1.25670  0.80964  -0.59
C  -0.31947  -1.75081  1.94143  -0.60
H  -1.77960  -0.42632  1.20449  0.21
H  -0.55658  -0.95846  0.02461  0.18
H  -1.87289  -2.05829  0.17815  0.20
H  0.07017  -2.71366  1.81896  0.20
H  -0.82667  -1.74186  2.83809  0.20
H  0.42975  -0.97636  1.85669  0.19
C  0.53894  0.77126  -0.53274  -0.45
C  1.42775  0.83333  -1.85604  -0.59
C  -0.24602  2.14461  -0.44694  0.72
O  -1.50283  1.80595  -0.40230  -0.22
O  0.36698  3.22525  -0.33573  -0.57
H  -0.16289  -0.05876  -0.81288  0.23
H  1.18146  0.61297  0.26629  0.24
H  2.37867  0.49421  -1.68236  0.22
H  1.22884  1.85459  -2.29696  0.23
H  0.92263  0.19906  -2.57243  0.20

LUMO level (spin up / spin down), hartree: 0.0288 / -0.1139
⟨S²⟩: 0.7552
E_HOMO (spin up / spin down), eV: -10.5 / -10.4
Multiplicity: 2
Kohn-Sham gap (spin up / spin down), Ha: 0.4156 / 0.2694
Molar mass, g/mol: 103.1

---

Version iii
Below is a cluster of 2 separate species, C5H11O2 in total, with properties calculated with ωB97M-V/def2-TZVPD.

Each line ends with the natural charge from an NBO analysis.
CARTESIAN COORDINATES (ANGSTROEM)
O  -0.27819  -2.43965  0.03730  -0.55
C  0.82875  -2.14568  0.39252  0.56
O  1.41247  -0.98156  0.27434  -0.16
H  1.50531  -2.86094  0.90641  0.15
C  -0.21066  1.52677  1.73514  -0.61
C  -0.45201  0.65151  -2.04999  -0.61
C  -0.15154  1.47358  -0.79160  -0.39
C  -0.91192  1.03185  0.46869  -0.41
H  0.54178  0.83017  2.10102  0.20
H  -0.88978  1.75785  2.55504  0.21
H  0.31910  2.45537  1.50213  0.20
H  0.37445  0.66906  -2.75850  0.21
H  -1.35632  1.00622  -2.54069  0.20
H  -0.61462  -0.38733  -1.75194  0.21
H  -0.39288  2.52308  -0.99128  0.20
H  0.92066  1.46391  -0.57495  0.19
H  -1.92857  1.42703  0.42662  0.20
H  -0.97966  -0.05906  0.43833  0.20

LUMO level (spin up / spin down), hartree: 0.0334 / -0.1279
⟨S²⟩: 0.7543
E_HOMO (spin up / spin down), eV: -11.0 / -11.0
Multiplicity: 2
Kohn-Sham gap (spin up / spin down), Ha: 0.4381 / 0.2761
Molar mass, g/mol: 103.1

---

How do the energies compare? Relative to the most stable structure, in eV: version i 0.268; version ii 1.628; version iii 0.000.